(1)
A cluster of 2 separate species, C3H10NO2 in total. Source: OMol25; level of theory: ωB97M-V/def2-TZVPD.

Each line ends with the Mulliken charge.
Geometry (Å):
C1 -0.98877 -0.69237 0.36212  -0.740
O1 0.12125 -1.24984 1.01504  -0.657
C2 -0.54416 0.22476 -0.77422  0.477
C3 0.47162 -0.34465 -1.78196  -1.345
N1 -0.14084 1.51478 -0.14635  -0.743
H1 -1.52372 -1.61065 0.03794  0.347
H2 -1.66275 -0.20921 1.06001  0.336
H3 -1.44135 0.53595 -1.32361  0.119
H4 1.36246 -0.54939 -1.16299  0.332
H5 0.87958 0.20343 -2.62484  0.371
H6 -0.02137 -1.26470 -2.10165  0.324
H7 0.67673 1.84667 -0.65551  0.219
H8 0.25409 1.43795 0.79450  0.420
H9 0.71518 -0.53159 1.64767  0.399
H10 1.09594 0.08959 3.18970  0.174
O2 0.74610 0.59925 2.46414  -1.035

E_tot = -325.5236 Eh
total charge = -1
2S+1 = 1
LUMO energy = 4.18 eV
Kohn-Sham gap = 7.8 eV


(2)
A cluster of 2 separate species, C3H10NO2 in total. Source: OMol25; level of theory: ωB97M-V/def2-TZVPD.

Each line ends with the Mulliken charge.
Geometry (Å):
O1 -2.67803 -0.02686 0.79323  -0.352
C1 -3.41853 -0.69106 0.14911  0.005
O2 -4.65485 -1.21197 0.43124  -0.400
H1 -3.17755 -1.03983 -0.87111  0.261
H2 -5.17758 -1.10056 -0.38827  0.357
C2 2.97987 0.24186 -0.36265  -1.279
N1 1.57149 -0.17040 -0.16190  -1.589
C3 0.69414 0.89608 0.45854  -1.154
H3 3.57325 -0.67198 -0.48732  0.674
H4 3.25462 0.73218 0.58089  0.307
H5 3.11631 0.85736 -1.24161  0.381
H6 1.06847 -0.35255 -1.07521  0.877
H7 1.38684 -0.99088 0.44422  0.816
H8 0.86242 1.86169 -0.02258  0.349
H9 -0.36244 0.69983 0.19997  0.172
H10 0.96158 0.96708 1.55346  0.574

E_tot = -325.3867 Eh
2S+1 = 2
LUMO energy (alpha / beta) = 0.66 / 0.59 eV
Kohn-Sham gap (alpha / beta) = 4.0 / 11.6 eV


(3)
A cluster of 2 separate species, C3H10NO2 in total. Source: OMol25; level of theory: ωB97M-V/def2-TZVPD.

Each line ends with the Mulliken charge.
Geometry (Å):
O1 2.82057 1.00314 -1.35450  -0.471
C1 2.44833 1.29742 -0.20480  0.208
C2 1.00178 1.17455 0.20608  -0.435
N1 0.24795 0.39398 -0.83090  -0.214
H1 3.13638 1.64587 0.59199  0.348
H2 0.86806 0.56304 1.11921  0.260
H3 0.50274 2.19200 0.34978  0.324
H4 -0.29982 -0.42215 -0.43329  0.268
H5 -0.45091 0.99696 -1.25120  0.372
H6 0.91051 0.13231 -1.53056  0.384
C3 -2.10202 -1.25829 0.69284  -0.698
O2 -1.15232 -1.80828 -0.24309  -0.579
H7 -1.64364 -1.07591 1.65025  0.321
H8 -2.43057 -0.30320 0.29848  0.282
H9 -2.99766 -1.89862 0.79131  0.305
H10 -0.85938 -2.63282 0.14840  0.322

E_tot = -325.2583 Eh
total charge = +1
2S+1 = 1
LUMO energy = -3.75 eV
Kohn-Sham gap = 11.4 eV


(4)
The molecule C3H10NO2P. Source: OMol25; level of theory: ωB97M-V/def2-TZVPD.

Each line ends with the Mulliken charge.
Geometry (Å):
C1 -1.15076 1.19230 -0.29782  -1.600
C2 -0.23097 -0.03396 0.15012  1.131
C3 -0.88028 -1.34442 -0.40088  -1.322
N1 -0.09461 -0.03352 1.60988  -0.769
P1 1.53364 0.03813 -0.42180  0.483
O1 2.29201 -1.07415 0.16308  -0.639
O2 2.07412 1.54727 -0.08024  -0.490
H1 -0.81063 2.18239 -0.04492  0.388
H2 -2.09528 1.09683 0.01375  0.509
H3 -1.10962 1.13026 -1.43081  0.350
H4 -1.90298 -1.26500 0.12667  0.314
H5 -0.23852 -2.31377 -0.18338  0.293
H6 -1.20670 -1.35236 -1.40616  0.407
H7 -1.02547 -0.05279 1.95177  0.264
H8 0.49615 -0.83961 1.96097  0.278
H9 1.41080 -0.32864 -2.01463  0.074
H10 2.93910 1.45104 0.30440  0.331

E_tot = -666.9000 Eh
2S+1 = 1
LUMO energy = 0.86 eV
Kohn-Sham gap = 10.4 eV


(5)
A cluster of 2 separate species, C3H10NO2P in total. Source: OMol25; level of theory: ωB97M-V/def2-TZVPD.

Each line ends with the Mulliken charge.
Geometry (Å):
C1 -2.25009 1.82580 0.02860  -0.875
C2 2.47060 0.73550 -0.28493  -0.582
C3 0.16259 -2.57105 0.10339  -0.663
N1 -2.00040 0.39224 0.24311  -0.203
O1 1.46665 0.27804 0.54703  -0.292
O2 -0.96620 -1.75201 0.22347  -0.277
P1 -0.82701 -0.39955 -0.64758  -0.011
H1 -1.53903 2.57226 0.47875  0.250
H2 -2.30482 1.98348 -0.95256  0.380
H3 -3.10350 2.03557 0.59224  0.317
H4 3.50088 0.92604 0.17050  0.289
H5 2.38551 1.60513 -0.90466  0.303
H6 2.71727 -0.11973 -1.00985  0.256
H7 0.64658 -2.48702 -0.90546  0.293
H8 -0.13278 -3.65289 0.53628  0.205
H9 0.84720 -2.18971 0.76868  0.333
H10 -1.99128 0.14121 1.24980  0.277

E_tot = -666.7133 Eh
2S+1 = 3
LUMO energy (alpha / beta) = 0.93 / -1.86 eV
Kohn-Sham gap (alpha / beta) = 6.6 / 7.3 eV


(6)
A cluster of 2 separate species, C3H10NO2PS in total. Source: OMol25; level of theory: ωB97M-V/def2-TZVPD.

Each line ends with the Mulliken charge.
Geometry (Å):
O1 0.76299 4.07316 0.07272  -0.553
P1 0.20184 2.52886 0.28581  0.516
O2 1.33024 2.32451 1.55149  -0.462
S1 -1.53101 3.31653 1.35313  -0.372
H1 1.22781 4.18942 -0.80099  0.300
H2 1.69600 1.52623 1.38892  0.318
H3 -0.78316 4.67022 1.66543  0.194
C1 0.03113 -0.65414 1.83377  -0.321
N1 0.28712 -0.31464 0.69317  -0.125
C2 0.68084 -1.22122 -0.44039  -0.458
C3 -0.35039 -0.99189 -1.50792  -0.971
H4 -0.44331 0.10303 2.51389  0.213
H5 -0.21902 -1.71481 2.22711  0.236
H6 0.97861 -2.28746 -0.21776  0.408
H7 1.53699 -0.74863 -0.85134  0.240
H8 -1.28619 -1.28791 -0.98188  0.283
H9 -0.25523 -0.03166 -2.08493  0.270
H10 -0.26121 -1.76492 -2.43114  0.287

E_tot = -1065.0256 Eh
2S+1 = 1
LUMO energy = 0.69 eV
Kohn-Sham gap = 9.5 eV


(7)
A cluster of 2 separate species, C3H10NO3 in total. Source: OMol25; level of theory: ωB97M-V/def2-TZVPD.

Each line ends with the Mulliken charge.
Geometry (Å):
O1 0.66950 -0.51407 1.38898  -0.500
C1 -0.27508 -0.39638 0.67400  0.432
O2 -1.28288 -1.23080 0.48233  -0.428
C2 -0.57414 0.80452 -0.27988  0.221
C3 -1.35175 2.00136 0.17227  -1.132
N1 0.85889 1.16763 -0.84389  -0.362
H1 -1.18372 -2.05019 0.98908  0.395
H2 -0.99804 0.33928 -1.19008  0.297
H3 -0.79631 2.90186 -0.09621  0.322
H4 -2.35393 1.92035 -0.19921  0.314
H5 -1.33283 2.16077 1.23983  0.391
H6 0.90570 2.12359 -1.20237  0.357
H7 1.02849 0.61550 -1.68987  0.333
H8 1.53026 1.00917 -0.07830  0.338
H9 1.51233 -2.41925 -0.47782  0.298
H10 2.19420 -1.53092 -1.68105  0.311
O3 1.44907 -1.68320 -1.08319  -0.587

E_tot = -400.5387 Eh
total charge = +1
2S+1 = 1
LUMO energy = -3.51 eV
Kohn-Sham gap = 11.7 eV


(8)
A cluster of 3 separate species, C3H10NO3S in total. Source: OMol25; level of theory: ωB97M-V/def2-TZVPD.

Each line ends with the Mulliken charge.
Geometry (Å):
C1 -0.21779 0.48372 -1.53804  -0.662
C2 -0.54379 0.04654 -0.09530  -0.573
S1 -1.19845 1.24769 1.13264  -0.493
C3 1.27572 0.58476 -1.71543  0.501
N1 1.83518 1.73678 -1.12896  -0.427
O1 1.98036 -0.28455 -2.16627  -0.632
H1 -0.68349 1.46381 -1.60510  0.302
H2 -0.59286 -0.25427 -2.24578  0.273
H3 0.27435 -0.48797 0.44317  -0.111
H4 -1.25078 -0.75117 -0.23878  0.374
H5 2.81612 1.75116 -0.92153  0.200
H6 1.21479 2.41957 -0.72608  0.218
H7 0.72178 -0.83916 1.64509  0.465
H8 0.36745 -2.32365 1.91108  0.337
O2 0.99084 -1.62564 2.15849  -0.687
H9 -2.89997 -0.98680 1.19921  0.318
H10 -1.68960 -0.74055 1.99895  0.281
O3 -2.39985 -1.44027 1.89263  -0.685

E_tot = -799.0298 Eh
total charge = -1
2S+1 = 1
LUMO energy = 3.72 eV
Kohn-Sham gap = 7.2 eV


(9)
A cluster of 2 separate species, C3H10NOS in total. Source: OMol25; level of theory: ωB97M-V/def2-TZVPD.

Each line ends with the Mulliken charge.
Geometry (Å):
C1 1.71687 0.91707 0.76511  -1.108
C2 0.86246 1.01775 -0.49821  0.083
C3 -0.06807 -0.16051 -0.68832  -0.801
S1 -1.44334 -0.17265 0.52247  -0.677
N1 0.14425 2.31132 -0.46449  -0.800
H1 1.91041 -0.14556 0.94034  0.278
H2 1.12501 1.21462 1.62039  0.304
H3 2.66538 1.43695 0.64094  0.312
H4 1.51793 1.12560 -1.36245  0.270
H5 -0.43010 -0.12047 -1.72975  0.286
H6 0.44361 -1.13297 -0.65855  0.307
H7 -0.58481 2.30916 -1.17920  0.264
H8 -0.44082 2.24217 0.37082  0.304
H9 -2.93828 -2.96774 0.53846  0.336
H10 -1.76195 -3.96491 0.59571  0.306
O1 -2.71856 -3.90983 0.58675  -0.663

E_tot = -648.5220 Eh
total charge = -1
2S+1 = 1
LUMO energy = 4.05 eV
Kohn-Sham gap = 6.8 eV


(10)
A cluster of 2 separate species, C3H10NOS in total. Source: OMol25; level of theory: ωB97M-V/def2-TZVPD.

Each line ends with the Mulliken charge.
Geometry (Å):
C1 -0.30070 -1.84888 -2.23662  -0.921
N1 0.26447 -1.23436 -1.08216  -0.225
C2 -0.39009 -0.16776 -0.34492  -0.392
C3 0.44106 0.91890 0.31643  -0.632
S1 -0.30016 2.56018 0.80085  -0.692
H1 0.20407 -1.46875 -3.13265  0.268
H2 -0.42925 -2.93484 -2.25076  0.339
H3 -1.36004 -1.56150 -2.39337  0.269
H4 0.91432 -1.77364 -0.53136  0.197
H5 -1.14433 -0.57937 0.35244  0.235
H6 -1.05052 0.34268 -1.05977  0.274
H7 0.84418 0.56882 1.27417  0.106
H8 1.30330 1.22550 -0.26766  0.255
H9 -0.04622 2.43961 3.04745  0.259
H10 0.83367 1.43123 3.56410  0.296
O1 0.21624 2.08217 3.94384  -0.633

E_tot = -648.4883 Eh
total charge = -1
2S+1 = 1
LUMO energy = 3.58 eV
Kohn-Sham gap = 6.3 eV


Taking the records one at a time from the top gives max |F| values of 2.5, 2.4, 3.5, 5.8, 4.6, 5.4, 2.9, 2.2, 1.1, 2.1 eV/Å.